83
Properties=species:S:1:pos:R:3:lowdin_spin:R:1 method="wB97M-V/def2-TZVPD" max_force_ev_per_a=4.85 energy_ev=-42154.154 charge=-2 gap_ev="1.57 / 6.37" s_squared=8.771 spin_multiplicity=6
Ir 0.39 0.38 -0.17 2.191
C 0.28 2.27 -3.82 0.100
C 0.64 1.07 -1.96 0.089
N 0.22 2.29 -2.44 0.059
H 1.12 0.76 -5.17 0.041
N 1.14 0.40 -3.04 0.068
H -0.01 3.09 -4.44 0.034
C -1.43 -0.59 -0.40 0.119
C -1.98 -1.38 0.62 0.022
C -3.13 -2.14 0.37 0.010
C -3.76 -2.08 -0.87 -0.001
C -3.24 -1.24 -1.86 0.025
C -2.10 -0.47 -1.62 0.032
H -1.50 -1.40 1.60 0.006
H -3.54 -2.79 1.15 0.005
H -3.75 -1.18 -2.83 0.012
H -1.73 0.22 -2.38 0.004
C -4.95 -2.94 -1.16 0.009
H -5.39 -2.65 -2.12 0.002
H -5.72 -2.84 -0.39 0.002
H -4.66 -3.99 -1.21 0.006
C -0.37 3.39 -1.64 0.009
C -0.38 4.67 -2.46 0.183
C -1.79 3.02 -1.24 0.062
H -1.05 4.60 -3.33 0.040
H -0.76 5.48 -1.82 0.055
H 0.62 4.95 -2.79 0.034
H 0.03 4.51 0.15 0.030
H 1.51 3.85 -0.64 0.009
H -1.83 2.02 -0.78 0.005
C 0.46 3.65 -0.39 0.034
H -2.44 3.00 -2.13 0.026
H -2.17 3.74 -0.51 0.044
H 0.43 2.80 0.31 0.009
C 0.85 1.09 -4.19 0.107
C 0.57 -2.00 -3.01 0.056
H -0.11 -1.82 -3.85 0.020
H 0.97 -3.02 -3.06 0.040
C 1.70 -0.98 -3.03 0.011
H 2.88 -2.25 -1.77 0.028
C 2.54 -1.19 -4.28 0.226
H 3.36 -0.46 -4.35 0.047
H -0.01 -1.91 -2.07 0.004
H 2.05 -0.96 -0.87 0.024
H 1.94 -1.15 -5.19 0.049
H 2.99 -2.19 -4.23 0.065
C 2.58 -1.19 -1.81 0.075
H 3.47 -0.55 -1.84 0.016
C 0.44 -0.38 4.53 0.010
N 0.03 0.24 3.36 0.022
H 1.49 -2.29 4.79 0.005
N 1.02 -1.60 2.80 0.023
H 0.25 0.03 5.51 0.005
C -0.58 1.59 3.28 0.009
C -1.45 1.81 4.51 0.058
C 0.53 2.63 3.23 0.017
H -0.85 1.86 5.43 0.007
H -1.97 2.77 4.41 0.025
H -2.21 1.03 4.61 0.009
H -1.78 2.69 1.87 0.020
H -2.26 0.96 2.05 0.007
H 1.26 2.39 2.44 0.002
C -1.42 1.66 2.02 0.085
H 1.06 2.68 4.19 0.003
H 0.10 3.62 3.02 0.018
H -0.79 1.40 1.12 0.033
C 1.04 -1.53 4.18 0.010
C 3.09 -2.14 1.57 0.014
H 3.75 -2.12 2.45 0.002
H 3.51 -2.83 0.83 0.014
C 1.71 -2.64 1.98 0.004
H 1.42 -3.58 0.04 0.017
C 1.86 -3.90 2.81 0.026
H 0.89 -4.28 3.17 0.004
H 3.04 -1.13 1.14 0.002
H 0.61 -2.01 0.21 0.009
H 2.54 -3.76 3.66 0.004
H 2.30 -4.68 2.17 0.012
C 0.87 -2.94 0.75 0.022
H -0.07 -3.44 1.04 0.004
C 0.42 -0.49 2.30 0.142
N 3.12 1.46 0.90 0.111
C 2.07 1.05 0.54 0.098

83
Properties=species:S:1:pos:R:3:lowdin_spin:R:1 method="wB97M-V/def2-TZVPD" de_lowest_kcal_mol=27.0 max_force_ev_per_a=6.62 energy_ev=-41138.286 charge=-2 gap_ev="1.50 / 3.74" s_squared=2.019 spin_multiplicity=3
W -0.12 -0.46 0.93 0.449
C 0.31 -0.57 4.89 0.124
C 0.18 -1.11 2.76 0.127
N -0.54 -0.77 3.85 0.102
H 2.53 -0.77 4.95 0.015
N 1.51 -1.08 3.12 0.122
H -0.04 -0.39 5.89 0.057
C 0.51 1.47 0.34 0.016
C 0.62 2.17 -0.91 -0.001
C 1.15 3.48 -1.01 0.002
C 1.50 4.20 0.16 -0.007
C 1.38 3.54 1.39 0.013
C 0.87 2.24 1.49 0.006
H 0.27 1.70 -1.84 0.000
H 1.27 3.96 -2.00 0.001
H 1.65 4.06 2.32 0.006
H 0.68 1.84 2.50 0.004
C 1.97 5.63 0.15 0.001
H 2.10 5.97 1.19 0.001
H 1.27 6.32 -0.34 0.000
H 2.94 5.75 -0.35 0.000
C -2.00 -0.55 3.73 0.010
C -2.59 -0.79 5.12 0.289
C -2.32 0.87 3.27 0.060
H -2.23 -0.03 5.84 0.072
H -3.68 -0.71 5.06 0.055
H -2.33 -1.79 5.48 0.065
H -3.58 -1.73 2.96 0.019
H -1.98 -2.43 2.58 0.015
H -1.99 1.06 2.23 0.001
C -2.55 -1.50 2.67 0.047
H -1.90 1.65 3.93 0.029
H -3.42 0.96 3.26 0.022
H -2.61 -0.99 1.69 0.005
C 1.58 -0.79 4.45 0.055
C 3.49 -0.10 1.97 0.011
H 4.05 0.19 2.88 0.004
H 4.21 -0.34 1.17 0.001
C 2.62 -1.35 2.16 0.007
H 2.52 -2.10 0.08 0.000
C 3.41 -2.56 2.68 0.021
H 2.72 -3.37 2.99 0.008
H 2.90 0.76 1.59 0.000
H 1.70 -0.57 0.31 -0.001
H 4.05 -2.26 3.51 0.004
H 4.04 -2.95 1.86 0.002
C 1.90 -1.61 0.85 0.015
H 1.01 -2.28 0.97 0.009
C -2.16 -0.59 -4.68 0.000
N -1.99 -0.21 -3.33 0.000
H -0.61 -1.20 -6.15 0.000
N -0.02 -0.70 -4.11 0.000
H -3.12 -0.57 -5.15 0.000
C -2.99 0.07 -2.22 0.004
C -3.87 1.23 -2.61 0.006
C -3.83 -1.19 -1.97 0.005
H -4.54 0.93 -3.44 0.001
H -4.48 1.54 -1.74 0.003
H -3.25 2.10 -2.90 0.000
H -2.92 0.53 -0.07 0.001
H -1.45 1.14 -1.06 0.003
H -3.23 -2.05 -1.63 0.001
C -2.23 0.38 -0.93 0.017
H -4.42 -1.48 -2.86 0.001
H -4.56 -0.97 -1.17 0.003
H -1.78 -0.57 -0.69 0.006
C -0.93 -0.92 -5.16 0.000
C 1.64 -2.27 -3.02 0.001
H 1.32 -3.18 -3.54 0.000
H 2.71 -2.38 -2.76 0.000
C 1.46 -1.02 -3.88 0.000
H 3.10 0.02 -2.88 0.000
C 2.14 -1.14 -5.20 0.000
H 1.96 -0.23 -5.78 0.000
H 1.09 -2.20 -2.06 0.000
H 1.54 0.11 -2.03 -0.001
H 1.77 -2.03 -5.72 0.000
H 3.22 -1.24 -5.03 0.000
C 2.00 0.13 -3.03 0.000
H 1.81 1.10 -3.50 0.000
C -0.68 -0.02 -3.17 0.000
N -1.12 -2.90 -1.01 0.060
C -0.60 -2.04 -0.28 0.021

90
Properties=species:S:1:pos:R:3:lowdin_spin:R:1 method="wB97M-V/def2-TZVPD" de_lowest_kcal_mol=0.0 max_force_ev_per_a=0.53 energy_ev=-101271.917 charge=0 gap_ev="7.01 / 7.15" s_squared=3.792 spin_multiplicity=4
Tc 0.68 1.20 1.14 2.502
C -4.88 6.46 1.54 0.000
C -3.91 5.46 0.97 0.000
C -3.48 4.36 1.73 0.000
C -2.58 3.45 1.21 0.001
C -2.09 3.63 -0.07 0.001
C -2.50 4.71 -0.85 0.001
C -3.41 5.61 -0.32 0.000
S -0.87 2.54 -0.72 0.013
O 0.42 3.00 -0.03 0.082
O -0.88 2.63 -2.14 0.001
N -1.04 1.15 -0.03 0.012
C -1.40 -0.16 -0.50 0.006
C -0.77 -1.18 0.46 0.014
O -1.04 -2.35 0.42 0.016
O 0.10 -0.66 1.35 0.123
H -5.31 6.10 2.47 0.000
H -5.69 6.66 0.83 0.000
H -4.37 7.40 1.74 0.000
H -3.87 4.23 2.73 0.000
H -2.26 2.60 1.81 0.000
H -2.11 4.82 -1.85 0.000
H -3.73 6.45 -0.92 0.000
H -1.00 -0.37 -1.50 0.000
H -2.48 -0.33 -0.51 0.000
C 1.21 -1.26 -3.56 0.000
C 1.49 0.09 -3.50 0.000
C 2.04 0.63 -2.34 0.002
C 2.32 -0.18 -1.24 0.001
C 2.02 -1.54 -1.31 0.001
C 1.47 -2.08 -2.47 0.000
Si 2.94 0.57 0.38 -0.001
C 3.94 -0.67 1.35 -0.001
C 5.33 -0.66 1.26 -0.001
C 6.10 -1.58 1.97 0.000
C 5.48 -2.53 2.77 -0.001
C 4.09 -2.55 2.86 0.000
C 3.33 -1.63 2.16 0.000
H 0.78 -1.69 -4.46 0.000
H 1.28 0.74 -4.34 0.000
H 2.25 1.69 -2.30 0.000
H 2.21 -2.19 -0.46 0.000
H 1.23 -3.14 -2.51 0.000
H 3.79 1.72 0.05 0.002
H 5.83 0.07 0.64 0.000
H 7.18 -1.56 1.89 0.000
H 6.07 -3.24 3.32 0.000
H 3.61 -3.29 3.49 0.000
H 2.25 -1.65 2.26 0.000
C 3.48 6.78 2.75 0.001
Si 2.51 5.24 2.24 0.001
C 3.11 4.72 0.54 0.000
C 0.69 5.66 2.15 -0.001
Si 2.90 3.60 3.88 0.044
Te 1.54 1.49 3.55 0.150
Si 5.14 2.92 4.10 0.011
C 5.23 1.23 4.89 0.004
C 6.02 2.89 2.44 0.001
C 6.02 4.16 5.21 0.004
Si 2.05 4.23 5.97 0.003
C 0.21 4.56 5.82 0.002
C 2.37 2.83 7.18 -0.001
C 2.91 5.78 6.61 0.001
H 3.38 7.54 1.97 0.000
H 4.54 6.56 2.87 0.000
H 3.11 7.20 3.68 0.000
H 2.95 5.54 -0.17 0.000
H 2.57 3.85 0.17 0.001
H 4.17 4.49 0.55 0.000
H 0.51 6.38 1.35 0.000
H 0.34 6.10 3.09 0.000
H 0.08 4.78 1.95 -0.001
H 4.78 0.47 4.25 0.003
H 4.70 1.21 5.85 0.000
H 6.27 0.95 5.08 0.000
H 5.49 2.28 1.71 0.000
H 7.03 2.48 2.56 0.000
H 6.12 3.90 2.03 0.000
H 5.62 4.13 6.23 0.000
H 5.91 5.18 4.84 0.000
H 7.09 3.94 5.26 0.001
H -0.30 3.75 5.30 0.003
H 0.02 5.49 5.28 0.000
H -0.23 4.66 6.82 0.000
H 1.86 1.91 6.86 -0.001
H 2.00 3.10 8.17 0.000
H 3.43 2.62 7.26 0.000
H 2.83 6.61 5.91 0.000
H 3.97 5.60 6.80 0.000
H 2.45 6.09 7.55 0.000

91
Properties=species:S:1:pos:R:3:mulliken_charge:R:1 method="wB97M-V/def2-TZVPD" de_lowest_kcal_mol=4.7 max_force_ev_per_a=0.54 energy_ev=-77289.818 charge=+2 gap_ev=7.95
Ta 0.17 -0.71 -0.96 0.753
C -3.90 -4.30 4.34 -1.319
C -2.45 -4.72 4.19 -0.292
C -1.72 -4.93 5.50 -1.026
C -1.62 -3.63 6.27 -1.131
C -1.03 -2.54 5.41 1.086
C -0.39 -1.47 5.97 -0.713
C 0.18 -0.48 5.16 -0.093
F 0.79 0.54 5.76 -0.333
C 0.15 -0.53 3.80 -1.176
C -0.50 -1.62 3.20 0.395
C -0.56 -1.74 1.78 2.136
O 0.03 -0.82 1.04 -1.207
C -1.21 -2.83 1.22 0.204
C -1.76 -3.79 2.07 -0.627
N -1.72 -3.69 3.38 0.059
C -1.09 -2.62 4.00 -0.444
C -1.29 -3.06 -0.25 -0.147
O -1.40 -1.89 -0.94 -0.419
O -1.26 -4.13 -0.77 -0.527
H -4.44 -5.04 4.94 0.391
H -4.39 -4.23 3.37 0.394
H -3.99 -3.33 4.84 0.385
H -2.40 -5.64 3.60 0.493
H -0.72 -5.33 5.31 0.367
H -2.26 -5.68 6.08 0.418
H -1.00 -3.75 7.16 0.506
H -2.60 -3.31 6.63 0.373
H -0.30 -1.37 7.04 0.575
H 0.62 0.23 3.20 0.766
H -2.24 -4.66 1.64 0.560
C 5.01 -4.68 -1.47 -1.301
C 4.39 -3.59 -2.30 -0.148
O 3.70 -2.67 -1.39 -0.175
P 2.89 -1.45 -1.93 0.795
O 2.17 -0.86 -0.68 -0.464
Te 1.09 -1.93 -3.36 -0.291
O 3.88 -0.41 -2.55 -0.242
C 5.13 -0.01 -1.89 -0.308
C 4.92 1.22 -1.04 -0.863
H 5.52 -5.38 -2.13 0.401
H 4.24 -5.23 -0.92 0.322
H 5.73 -4.27 -0.77 0.328
H 3.64 -3.98 -3.00 0.342
H 5.14 -3.03 -2.85 0.328
H 5.82 0.19 -2.71 0.370
H 5.51 -0.85 -1.31 0.310
H 4.51 2.03 -1.64 0.130
H 5.88 1.54 -0.64 0.470
H 4.24 1.02 -0.21 0.157
C -2.80 1.06 -3.15 -1.675
C -1.87 2.27 -3.34 1.965
C -2.71 3.53 -3.62 -1.811
C -1.02 1.96 -4.57 -1.735
P -0.78 2.48 -1.83 -0.135
N -0.31 0.97 -1.41 1.233
C 0.78 3.44 -2.20 2.253
C 1.75 2.57 -3.01 -2.098
C 0.49 4.74 -2.96 -1.786
C 1.51 3.77 -0.89 -1.947
C -1.71 3.15 -0.36 2.291
C -1.89 4.67 -0.43 -1.815
C -3.09 2.49 -0.26 -1.956
C -0.98 2.77 0.94 -1.979
H -3.41 0.98 -4.06 0.568
H -3.48 1.14 -2.31 0.310
H -2.24 0.13 -3.06 0.286
H -3.24 3.38 -4.56 0.519
H -2.10 4.43 -3.73 0.336
H -3.46 3.72 -2.85 0.296
H -1.70 1.70 -5.38 0.629
H -0.36 1.10 -4.41 0.225
H -0.42 2.80 -4.91 0.301
H 1.39 2.32 -4.01 0.249
H 2.01 1.65 -2.49 0.393
H 2.67 3.15 -3.14 0.556
H 0.11 4.57 -3.96 0.309
H 1.44 5.28 -3.06 0.519
H -0.20 5.40 -2.43 0.320
H 1.71 2.87 -0.30 0.295
H 0.98 4.49 -0.27 0.311
H 2.47 4.21 -1.15 0.618
H -2.39 5.00 -1.34 0.336
H -0.95 5.21 -0.34 0.303
H -2.52 4.98 0.41 0.526
H -3.77 2.78 -1.06 0.325
H -3.55 2.81 0.68 0.623
H -3.02 1.40 -0.22 0.260
H 0.01 3.21 1.04 0.263
H -0.90 1.69 1.06 0.346
H -1.58 3.15 1.77 0.596

82
Properties=species:S:1:pos:R:3:lowdin_spin:R:1 method="wB97M-V/def2-TZVPD" de_lowest_kcal_mol=217.5 max_force_ev_per_a=6.58 energy_ev=-117643.924 charge=+2 gap_ev="3.46 / 3.75" s_squared=2.175 spin_multiplicity=3
Mo 1.21 -2.39 -1.24 1.664
C 2.54 2.10 -0.94 -0.010
C 1.61 1.86 -1.99 0.063
C 0.70 3.44 -0.58 0.052
C 1.98 3.07 -0.07 0.001
C 0.48 2.70 -1.78 -0.059
C 3.93 1.60 -0.83 -0.005
H 4.23 1.04 -1.72 0.000
H 4.08 0.95 0.04 -0.002
H 4.64 2.44 -0.72 -0.002
C 2.71 3.69 1.06 -0.001
H 2.91 2.96 1.87 0.000
H 2.14 4.52 1.51 0.000
H 3.68 4.09 0.73 0.000
C -0.15 4.52 -0.03 0.012
H 0.43 5.44 0.15 0.003
H -0.62 4.24 0.92 0.004
H -0.96 4.78 -0.73 0.000
C -0.63 2.91 -2.73 -0.011
H -0.43 3.77 -3.39 -0.004
H -1.58 3.12 -2.22 -0.001
H -0.78 2.04 -3.38 -0.001
C 1.88 1.08 -3.22 0.007
H 2.31 1.72 -4.01 0.003
H 0.96 0.63 -3.64 0.001
H 2.59 0.26 -3.04 0.001
C 1.16 -4.07 -0.19 -0.021
C 2.39 -4.08 -1.29 0.039
C 2.01 -4.53 -2.70 0.027
C 1.33 -3.56 -3.72 0.021
C 0.47 -2.49 -3.07 -0.006
C -0.52 -2.98 -2.08 0.032
C -0.77 -4.47 -1.71 0.006
C 0.07 -5.02 -0.55 0.001
H 1.45 -5.46 -2.68 0.002
H 0.69 -4.14 -4.41 0.002
H 2.97 -4.75 -3.15 0.003
H 0.48 -6.01 -0.78 -0.002
H 1.56 -4.32 0.80 0.002
H 3.00 -4.88 -0.83 -0.004
H -0.61 -5.29 0.27 -0.001
H -1.81 -4.45 -1.35 0.000
H -1.40 -2.35 -1.81 0.021
H -0.75 -5.17 -2.57 0.000
H 2.05 -3.12 -4.43 0.000
H 0.23 -1.56 -3.62 -0.001
P -1.16 -1.60 2.36 0.044
P -2.87 0.49 0.46 0.019
C -2.95 -1.50 2.67 0.007
C -3.68 -0.82 1.45 0.005
H -3.20 -1.17 3.69 0.000
H -3.22 -2.57 2.67 0.002
H -3.82 -1.58 0.64 0.001
H -4.69 -0.44 1.73 0.000
C -3.74 2.07 0.57 0.001
H -3.75 2.56 -0.43 0.000
H -3.32 2.76 1.31 0.000
H -4.78 1.81 0.84 0.000
C -2.77 0.18 -1.32 0.000
H -3.52 -0.59 -1.58 0.000
H -1.78 -0.15 -1.66 -0.001
H -3.03 1.10 -1.87 0.000
C -0.09 -1.22 3.77 0.005
H 0.91 -1.10 3.33 0.000
H -0.07 -2.12 4.40 0.001
H -0.35 -0.35 4.35 0.000
C 3.41 -2.87 -1.30 0.043
H 3.05 -1.80 -1.54 0.020
H 4.15 -3.03 -2.10 0.001
H 3.94 -2.81 -0.35 0.009
Se -0.81 0.60 1.29 0.017
C -1.25 1.85 2.90 -0.014
C -2.42 1.74 3.65 0.000
C -2.56 2.50 4.82 -0.001
C -1.59 3.45 5.15 0.002
C -0.39 3.52 4.43 -0.001
C -0.23 2.71 3.29 0.001
H -3.21 1.05 3.35 0.000
H -3.44 2.36 5.46 0.000
H -1.75 4.13 5.99 0.000
H 0.42 4.17 4.76 0.000
H 0.69 2.76 2.70 0.000